Arrangement i

Formula: C6H12NS
Source: the Open Molecules 2025 dataset
Level of theory: ωB97M-V/def2-TZVPD

Values from the calculation:
**HOMO level**: -12.99 eV
**2S+1**: 1
**SMILES**: C[C@@H]1[NH2+][C@]2(C)C[C@@H]2S1
**Charge**: +1

Structure (XYZ):
```
20
C6H12NS | the Open Molecules 2025 dataset | ωB97M-V/def2-TZVPD
C -1.04753 -2.22361 -0.69199
C 0.23517 -1.60545 -0.27210
N -0.13728 -0.52291 0.81804
C 0.28998 0.94628 0.33692
C 0.57437 1.83209 1.58353
C -0.38144 1.44145 -0.95835
C 0.98601 0.84850 -1.01266
S 1.23502 -0.83275 -1.54435
H -1.49513 -2.90372 -0.00339
H -0.74530 -2.86388 -1.58883
H -1.76186 -1.45700 -1.00668
H 0.87082 -2.43831 0.06270
H -1.22751 -0.54995 0.77673
H 0.12305 -0.76124 1.76094
H 1.17488 1.23269 2.21830
H -0.24702 2.30713 2.17761
H 1.15650 2.61732 1.20750
H -0.27714 2.54293 -1.10435
H -1.14946 0.85965 -1.46367
H 1.82386 1.53077 -1.29592
```

Arrangement ii

Formula: C6H12NS
Source: the Open Molecules 2025 dataset
Level of theory: ωB97M-V/def2-TZVPD

Values from the calculation:
**HOMO level (alpha / beta)**: -11.25 / -11.25 eV
**2S+1**: 1
**Charge**: +1

Structure (XYZ):
```
20
C6H12NS | the Open Molecules 2025 dataset | ωB97M-V/def2-TZVPD
C -0.68002 -2.16670 -1.04440
C -0.77791 -1.07368 -0.26321
C -0.70623 1.43010 -0.17302
C 0.63157 1.91608 0.45043
C 2.82428 0.99691 -0.88794
C -1.09764 -1.18430 1.19120
N -0.61488 0.16713 -0.82395
S 1.88125 2.33683 -0.80130
H -0.50119 -2.10641 -2.10242
H -0.81704 -3.14560 -0.62823
H -1.43310 1.38119 0.64300
H -1.05044 2.18044 -0.88914
H 0.43984 2.83752 0.99929
H 1.05188 1.16797 1.11998
H 2.68717 0.13787 -0.25553
H 3.62409 0.98978 -1.60874
H -0.77138 -2.14922 1.56890
H -2.17843 -1.13021 1.32692
H -0.63594 -0.40566 1.79096
H -0.44664 0.16369 -1.81950
```

On energetic grounds, arrangement i is preferred over the next structure by 0.0202 hartree.

Arrangement i

Formula: C5H26N2O8
Source: the Open Molecules 2025 dataset
Level of theory: ωB97M-V/def2-TZVPD

Values from the calculation:
**HOMO level**: -9.29 eV
**2S+1**: 1
**SMILES**: C[C@H](N)C(=O)N(C)C.O.O.O.O.O.O.O

Structure (XYZ):
```
41
C5H26N2O8 | the Open Molecules 2025 dataset | ωB97M-V/def2-TZVPD
C 2.09737 1.69749 -1.70663
C 0.99189 1.00927 -0.91883
N -0.35433 1.54193 -0.99922
C 1.37052 0.96045 0.57409
O 1.95230 1.77309 1.26759
N 1.25739 -0.35883 1.06006
C 1.69281 -0.60560 2.43808
C 0.05255 -1.17764 0.75787
H 1.82270 1.88310 -2.76749
H 2.13087 2.79055 -1.51699
H 2.97834 1.12176 -1.45327
H 1.02577 -0.04684 -1.28797
H -0.44759 2.53568 -0.78967
H -0.91393 1.15640 -0.24497
H 2.48782 -1.36813 2.43199
H 2.13610 0.30878 2.85253
H 0.96874 -0.88512 3.20167
H 0.20416 -1.54363 -0.23820
H -0.91821 -0.76805 1.06171
H 0.00940 -2.04284 1.40132
O 0.50651 4.42597 1.87137
H -0.16399 3.80997 1.58921
H 1.36154 4.01763 2.01159
O -2.92564 0.47822 0.54014
H -2.98248 -0.02099 -0.29861
H -3.82233 0.60121 0.85425
O -0.43543 -3.72652 0.03115
H 0.46463 -4.00582 0.23313
H -0.43994 -3.73027 -0.93728
O 2.65887 -2.22258 -2.12254
H 2.53724 -1.92928 -1.21062
H 3.48928 -1.82602 -2.39988
O -2.29401 2.00309 3.15107
H -2.35337 2.63646 2.42343
H -1.37419 1.73765 3.01569
O -3.24068 -0.43865 -2.03204
H -2.69030 0.33886 -2.19517
H -2.72570 -1.23675 -2.26733
O -1.77916 -2.71333 -2.43435
H -2.23428 -2.94136 -3.25139
H -2.10122 -3.23934 -1.69552
```

Arrangement ii

Formula: C5H26N2O8
Source: the Open Molecules 2025 dataset
Level of theory: ωB97M-V/def2-TZVPD

Values from the calculation:
**HOMO level**: -9.41 eV
**2S+1**: 1

Structure (XYZ):
```
41
C5H26N2O8 | the Open Molecules 2025 dataset | ωB97M-V/def2-TZVPD
C 2.58270 0.91925 0.32581
O 1.69346 1.86530 0.95151
C 2.88989 -0.22377 1.27017
C 1.89640 -1.38688 1.36865
C 0.57353 -1.24802 0.57854
N 2.10245 -2.99143 -1.77980
C 0.98894 -2.64981 -1.31397
N 0.67138 -1.31239 -0.89405
H 3.48630 1.49149 0.08531
H 2.18698 0.66341 -0.65174
H 1.11240 2.17761 0.24264
H 2.94478 0.29918 2.22339
H 3.86761 -0.63003 1.03028
H 2.28330 -2.35110 1.05721
H 1.61148 -1.61276 2.39302
H 0.23188 -0.26032 0.77471
H -0.19739 -1.94145 0.83459
H 2.84577 -2.30125 -1.78528
H 0.17103 -3.36806 -1.28951
H 1.29548 -0.71583 -1.39760
H -2.61659 0.54295 3.23555
H -1.79835 1.88704 3.43180
O -2.65745 1.46477 3.49239
H -0.04444 1.79668 -2.14747
H -0.67772 1.36019 -0.82112
O 0.17465 1.47824 -1.26525
H -0.97675 -1.57307 -2.44941
H -1.84750 -1.17264 -3.64882
O -1.76143 -1.82763 -2.94990
H -1.23420 0.81255 1.14379
H -2.49099 1.57660 1.44882
O -1.99747 1.20863 0.70146
H -2.90593 0.91426 -2.31006
H -2.81086 2.41752 -2.15639
O -2.49203 1.69900 -2.70906
H 0.77196 1.12582 2.24042
H 0.45125 1.22686 3.80640
O 0.17060 0.84910 2.96921
H -2.86536 -0.24063 -1.62278
H -4.03161 -0.29936 -2.50216
O -3.59817 0.32997 -1.91132
```

On energetic grounds, arrangement i is preferred over the next structure by 0.1017 hartree.

Arrangement i

Formula: C6H13N2O
Source: the Open Molecules 2025 dataset
Level of theory: ωB97M-V/def2-TZVPD

Values from the calculation:
**HOMO level**: -13.11 eV
**2S+1**: 1
**SMILES**: CNCC(=O)[NH+]=C(C)C
**Charge**: +1

Structure (XYZ):
```
22
C6H13N2O | the Open Molecules 2025 dataset | ωB97M-V/def2-TZVPD
C 3.45799 0.44330 0.27552
N 2.16791 -0.32233 0.20164
C 1.38181 -0.37726 1.42531
C -0.13528 -0.11257 1.31101
O -0.90617 0.12486 2.15054
N -0.55845 -0.18954 -0.08211
C -1.78875 -0.03769 -0.60695
C -1.84587 0.10634 -2.12957
C -3.02318 -0.05767 0.10755
H 4.34454 -0.01582 0.74430
H 3.80351 0.76118 -0.67543
H 3.10077 1.35626 0.87570
H 2.24351 -1.10989 -0.33572
H 1.68488 0.51165 1.93387
H 1.66395 -1.19113 2.16463
H 0.22080 -0.17185 -0.68281
H -0.91749 0.16227 -2.56220
H -2.29897 0.96391 -2.49303
H -2.50392 -0.68468 -2.62676
H -2.88853 0.56808 1.06707
H -3.38067 -1.15586 0.44020
H -3.82240 0.42844 -0.50277
```

Arrangement ii

Formula: C6H13N2O
Source: the Open Molecules 2025 dataset
Level of theory: ωB97M-V/def2-TZVPD

Values from the calculation:
**HOMO level**: -13.33 eV
**2S+1**: 1
**Charge**: +1

Structure (XYZ):
```
22
C6H13N2O | the Open Molecules 2025 dataset | ωB97M-V/def2-TZVPD
C 0.44423 1.77654 -0.20274
C 1.26033 0.49315 -0.21120
C -0.61333 -1.28882 -0.86824
C -0.78681 1.66854 0.74131
C -1.84191 -0.52515 -0.78724
C 0.35309 -0.71203 0.15508
N -0.98329 0.31688 1.20913
N 0.84445 -1.60412 1.33272
O -2.02269 -0.33435 0.58183
H 1.07698 2.55726 0.14813
H 0.23289 2.10491 -1.31449
H 1.53132 0.33010 -1.24134
H 2.12829 0.57444 0.50591
H -0.80722 -2.30409 -0.51805
H -0.13760 -1.45987 -1.84410
H -0.70500 2.31024 1.63958
H -1.67683 1.87517 0.26378
H -1.64008 0.38399 -1.44640
H -2.73793 -0.98961 -1.26202
H 0.22233 -2.46334 1.55745
H 0.93570 -0.89044 2.09569
H 1.75839 -2.03861 0.95478
```

On energetic grounds, arrangement i is preferred over the next structure by 0.1049 hartree.

Arrangement i

Formula: CN2O2S
Source: the Open Molecules 2025 dataset
Level of theory: ωB97M-V/def2-TZVPD

Values from the calculation:
**HOMO level (alpha / beta)**: -8.23 / -8.22 eV
**2S+1**: 1
**SMILES**: O=C=NSN=O

Structure (XYZ):
```
6
CN2O2S | the Open Molecules 2025 dataset | ωB97M-V/def2-TZVPD
O 0.69519 -1.76195 2.12571
C 0.37861 -0.80455 1.61237
N 0.16961 -0.12445 0.44239
S -0.13092 0.25268 -1.02349
N -0.64964 1.65110 -1.79947
O -0.75907 1.90434 -2.96957
```

Arrangement ii

Formula: CN2O2S
Source: the Open Molecules 2025 dataset
Level of theory: ωB97M-V/def2-TZVPD

Values from the calculation:
**HOMO level (alpha / beta)**: -9.09 / -8.58 eV
**2S+1**: 1
**SMILES**: O=NC(=S)N=O

Structure (XYZ):
```
6
CN2O2S | the Open Molecules 2025 dataset | ωB97M-V/def2-TZVPD
O -1.55930 0.15998 0.48801
N -0.44803 0.02801 0.95964
C 0.68089 -0.03942 0.34202
S 2.22636 -0.19215 0.73749
N 0.12311 -0.07040 -1.20238
O -1.02302 0.11398 -1.32478
```

Arrangement iii

Formula: CN2O2S
Source: the Open Molecules 2025 dataset
Level of theory: ωB97M-V/def2-TZVPD

Values from the calculation:
**HOMO level (alpha / beta)**: -9.10 / -9.07 eV
**2S+1**: 1

Structure (XYZ):
```
6
CN2O2S | the Open Molecules 2025 dataset | ωB97M-V/def2-TZVPD
C -0.60417 -0.48234 -0.00159
N -0.61852 0.95324 0.08326
N 0.17757 1.71900 -0.05319
O -1.65249 -1.06112 -0.07851
O 0.62975 -0.97516 0.08640
S 2.06787 -0.15363 -0.03637
```

On energetic grounds, arrangement iii is preferred over the next structure by 0.1187 hartree.

Arrangement i

Formula: H23O11
Source: the Open Molecules 2025 dataset
Level of theory: ωB97M-V/def2-TZVPD

Values from the calculation:
**HOMO level**: -13.40 eV
**2S+1**: 1
**Charge**: +1

Structure (XYZ):
```
34
H23O11 | the Open Molecules 2025 dataset | ωB97M-V/def2-TZVPD
O 1.49106 -0.51634 3.06789
H 2.63070 0.70125 -3.22514
H 1.42552 -1.83609 0.22840
O -0.92598 -2.61197 -0.32638
H 1.18958 0.39357 3.05956
H 2.04507 0.81460 -1.82204
O -1.50271 0.08219 -0.69307
H -2.12807 4.39956 0.44108
H -4.01833 -1.94453 0.71184
O 1.04391 -3.71770 2.38026
H 0.60629 -3.96029 3.33298
H -0.03563 2.87258 -0.90943
O 0.80391 -1.55972 0.98585
H -2.59435 -2.04732 0.24764
H -0.12990 -1.98969 1.05503
O 2.30187 2.12959 1.45975
H 1.56102 2.23752 0.86054
H 2.06129 -0.60779 3.95362
O 2.44048 0.31984 -2.36438
H -0.88817 0.46894 -1.42439
O 0.02908 1.93653 -1.19041
H -1.03957 -3.36322 -0.88364
H -0.61393 -1.97014 -1.00376
O -0.02784 1.63389 -4.23009
H 0.63664 2.00925 -2.07486
H -0.16668 1.16616 -3.40907
O -2.20911 3.47514 0.32180
H -0.78745 2.02986 -4.85093
H -3.02544 3.43142 0.56704
O -3.11790 -1.61327 0.93980
H 0.72555 -4.50605 1.77418
H 2.93725 2.93258 1.31068
H 1.29856 -1.39579 1.89983
H -2.01671 0.60545 -0.19016
```

Arrangement ii

Formula: H23O11
Source: the Open Molecules 2025 dataset
Level of theory: ωB97M-V/def2-TZVPD

Values from the calculation:
**HOMO level**: -13.63 eV
**2S+1**: 1
**Charge**: +1

Structure (XYZ):
```
34
H23O11 | the Open Molecules 2025 dataset | ωB97M-V/def2-TZVPD
O 2.38988 -0.69056 1.79575
H 0.71170 -4.49053 -2.62255
H -0.07410 -1.08687 -0.74611
O -3.30727 0.35598 -1.63394
H 2.95494 -0.53716 2.59222
H 1.65383 -1.69280 0.11164
O 0.70099 -3.53003 -2.60744
H -1.35763 -0.11484 -1.15547
H 3.04566 2.52601 1.61177
O -1.32949 3.45992 -0.03468
H -1.92838 4.05804 -0.62410
H 2.62867 -1.14653 -2.22756
O -2.77807 2.75149 3.48722
H 2.45600 3.66734 2.62118
H -3.01889 0.87684 -0.88980
O -2.32093 -1.56943 -3.15186
H -2.44352 -2.31166 -3.74802
H 1.51124 -0.30869 1.99626
O 0.96005 -1.91060 -0.54083
H -0.06365 -3.29204 -3.13076
O 2.94061 -2.03152 -1.99229
H 3.50698 -2.55030 -2.58413
H -4.03456 -0.22384 -1.41683
O 0.85937 0.47958 3.38612
H 1.65844 -2.12348 -1.30802
H 1.18584 1.38003 3.44512
O -0.42827 0.03005 -0.83590
H 0.78353 0.11636 4.27326
H -0.02728 0.30892 -1.74150
O 2.39051 2.77946 2.25196
H -1.79799 2.60845 0.03211
H -3.08717 -1.00567 -3.03276
H -1.91402 2.80605 3.88636
H -2.97611 1.82689 3.39029
```

Arrangement iii

Formula: H23O11
Source: the Open Molecules 2025 dataset
Level of theory: ωB97M-V/def2-TZVPD

Values from the calculation:
**HOMO level**: -13.89 eV
**2S+1**: 1
**Charge**: +1

Structure (XYZ):
```
34
H23O11 | the Open Molecules 2025 dataset | ωB97M-V/def2-TZVPD
O -3.69911 -1.33131 -1.57229
H -3.85791 -2.25886 -1.69947
H -4.54079 -0.86832 -1.52659
O 3.27822 2.08895 -0.03377
H 3.65044 2.87671 -0.46639
H 0.55666 1.55924 -2.06575
O -0.13497 -0.49435 -3.82521
H 1.60478 0.50822 -1.32811
H -2.25363 2.52397 0.80047
O -2.79451 0.14559 1.67473
H -2.07080 0.06071 1.06045
H 1.27749 1.51116 2.34357
O 1.50324 -1.42906 2.77152
H 1.98510 -0.84104 3.37243
H -2.63975 -0.11184 2.56269
O 1.98548 -0.46450 -0.19387
H 2.80971 -0.08532 0.09624
H 0.42274 -1.20719 -4.12704
O 0.90862 -4.19503 0.84723
H -1.04360 -0.72679 -4.03156
O 1.21014 2.41651 1.99518
H 0.51701 2.79224 2.54733
H 3.05756 2.57803 0.76164
O -1.07543 -0.11179 -1.08878
H 1.84041 -4.14578 1.13834
H -1.88590 0.00275 -0.59603
O 1.18627 0.81583 -2.21781
H -0.54691 -0.73208 -0.56964
H 0.58014 -0.01323 -2.36697
O -2.17944 3.50408 0.78064
H -2.80638 3.50984 0.04501
H 1.70318 -1.17682 0.35252
H 0.78919 -1.67386 3.29136
H 0.66277 -5.02667 1.26792
```

On energetic grounds, arrangement iii is preferred over the next structure by 0.0270 hartree.